{"formula": "C4H12O3", "method": "ωB97M-V with the def2-TZVPD basis set", "total_energy_ha": -385.1737, "de_lowest_kcal_mol": 78.2, "homo_energy_ev": [1.13, -4.31], "charge": -1, "fmax_ev_per_a": 5.3, "multiplicity": 2, "elements": ["C", "C", "C", "C", "H", "H", "H", "H", "H", "H", "H", "H", "O", "H", "H", "O", "H", "H", "O"], "xyz": [[-0.297, 0.870, 1.402], [0.111, -0.403, 1.454], [0.196, -1.491, 0.459], [-0.941, -1.990, -0.057], [-0.617, 1.413, 0.372], [-0.575, 1.420, 2.245], [0.303, -0.794, 2.419], [1.108, -1.921, 0.075], [-0.901, -2.893, -0.580], [-1.888, -1.470, 0.123], [3.442, 0.644, -0.100], [2.009, 0.746, 0.170], [2.609, 0.338, -0.514], [0.695, 0.560, -1.555], [1.111, 1.895, -2.058], [0.240, 1.343, -1.924], [-1.544, 0.913, -0.853], [-2.735, 0.570, -0.163], [-2.328, 0.252, -0.914]], "forces_ev_per_angstrom": [[-1.4, 2.9, -4.2], [1.7, -2.3, -0.7], [-1.7, 0.8, -0.2], [0.1, 1.1, 1.0], [1.1, -1.2, 2.7], [-0.2, 0.8, 1.4], [0.4, -0.3, 1.2], [0.6, -0.3, 0.6], [-0.1, -1.1, -1.3], [0.5, -0.8, 0.0], [-0.2, -0.5, -0.7], [-0.2, -0.8, -0.7], [0.4, 1.4, 1.6], [-0.7, -0.1, -0.1], [-2.7, -1.2, 0.3], [3.3, 1.2, -0.5], [-1.5, -1.9, -0.9], [-2.0, 0.7, 2.9], [2.6, 1.6, -2.7]]}